{"formula": "C59H55AsF6IrN3O6P2S4Se3Te", "method": "the ωB97M-V functional and the def2-TZVPD basis", "elements": ["Ir", "C", "C", "P", "C", "C", "C", "C", "C", "C", "C", "C", "C", "C", "C", "C", "P", "C", "C", "C", "C", "C", "C", "C", "C", "C", "C", "C", "C", "H", "H", "H", "H", "H", "H", "H", "H", "H", "H", "H", "H", "H", "H", "H", "H", "H", "H", "H", "H", "H", "H", "H", "H", "Se", "Se", "Te", "Se", "F", "C", "F", "F", "S", "O", "O", "N", "S", "O", "O", "C", "F", "F", "F", "C", "C", "C", "C", "C", "C", "As", "N", "C", "C", "C", "C", "C", "C", "C", "C", "C", "C", "C", "C", "C", "C", "C", "C", "C", "C", "H", "H", "H", "H", "H", "H", "H", "H", "H", "H", "H", "H", "H", "H", "H", "H", "H", "H", "H", "H", "H", "H", "H", "H", "H", "H", "H", "O", "S", "O", "N", "C", "S", "C", "C", "C", "C", "C", "C", "H", "H", "H", "H"], "xyz": [[0.8619, 0.8558, 0.7892], [-0.5266, 4.0084, 1.1916], [0.8896, 4.3043, 0.7223], [1.5560, 3.0137, -0.4123], [0.8886, 3.4619, -2.0472], [1.3346, 2.7120, -3.1372], [0.8676, 2.9612, -4.4162], [-0.0657, 3.9669, -4.6237], [-0.5282, 4.7060, -3.5480], [-0.0607, 4.4537, -2.2679], [3.2659, 3.6691, -0.5554], [3.8300, 4.0857, -1.7599], [5.1316, 4.5631, -1.7971], [5.8994, 4.6088, -0.6447], [5.3520, 4.1885, 0.5574], [4.0456, 3.7350, 0.6005], [-0.7238, 2.3210, 1.9367], [-2.5464, 2.2455, 1.8239], [-3.3866, 2.8956, 2.7277], [-4.7593, 2.8628, 2.5429], [-5.3020, 2.2016, 1.4494], [-4.4709, 1.5706, 0.5380], [-3.0986, 1.5840, 0.7360], [-0.4542, 2.5930, 3.7171], [0.4969, 3.4932, 4.1907], [0.7289, 3.6190, 5.5515], [0.0350, 2.8303, 6.4551], [-0.8871, 1.9032, 5.9903], [-1.1275, 1.7825, 4.6329], [-1.2235, 4.0210, 0.3501], [-0.8541, 4.7521, 1.9233], [1.5711, 4.2972, 1.5739], [0.9522, 5.2843, 0.2433], [2.0551, 1.9239, -2.9731], [1.2263, 2.3682, -5.2485], [-0.4340, 4.1714, -5.6208], [-1.2705, 5.4757, -3.7045], [-0.4397, 5.0477, -1.4474], [3.2576, 4.0513, -2.6755], [5.5460, 4.8991, -2.7394], [6.9209, 4.9648, -0.6821], [5.9403, 4.2019, 1.4656], [3.6408, 3.4138, 1.5496], [-2.9661, 3.4207, 3.5758], [-5.4067, 3.3651, 3.2513], [-6.3755, 2.1811, 1.3083], [-4.8741, 1.0795, -0.3361], [-2.4441, 1.0936, 0.0319], [1.0616, 4.1044, 3.5005], [1.4632, 4.3302, 5.9056], [0.2156, 2.9297, 7.5172], [-1.4154, 1.2658, 6.6877], [-1.8452, 1.0543, 4.2786], [3.6498, -2.2896, 2.6925], [6.1557, 0.6204, 3.4771], [4.6654, -0.2878, 1.7659], [2.8211, 1.2412, 2.6239], [4.3525, 1.2528, -3.4194], [4.4158, 0.0436, -2.8592], [5.5766, -0.5059, -3.2246], [3.4312, -0.7053, -3.3629], [4.3969, 0.1180, -0.9995], [3.0298, 0.2675, -0.5948], [5.3090, 1.1759, -0.7037], [4.9918, -1.2783, -0.6281], [6.5287, -1.4560, -0.2503], [6.6175, -1.7634, 1.1615], [7.1688, -2.3281, -1.1747], [7.6407, 0.0648, -0.3728], [7.5324, 1.0337, 0.5081], [7.7244, 0.5688, -1.6049], [8.8325, -0.5233, -0.1211], [0.9594, -7.8712, -0.6511], [0.4248, -6.4733, -0.5085], [-0.8932, -6.2351, -0.1573], [-1.3945, -4.9486, 0.0217], [-2.8197, -4.8227, 0.4939], [-0.5376, -3.8532, -0.1640], [-0.9787, -1.8943, -0.0379], [-0.2008, -1.1538, 1.4086], [0.0075, -1.7475, 2.6469], [-0.2460, -3.1043, 2.9364], [-0.1084, -3.6205, 4.2108], [0.2820, -2.8114, 5.2677], [0.5408, -1.4742, 5.0100], [0.4013, -0.9532, 3.7383], [-2.9571, -1.8236, 0.1094], [-3.7116, -1.5252, 1.2498], [-3.1018, -1.2221, 2.5868], [-5.0997, -1.5363, 1.1560], [-5.7603, -1.8018, -0.0314], [-7.2612, -1.8141, -0.1024], [-4.9960, -2.0472, -1.1651], [-3.6116, -2.0504, -1.1133], [-2.8379, -2.3099, -2.3808], [0.8054, -4.0822, -0.5320], [1.7856, -2.9534, -0.6979], [1.2618, -5.3821, -0.6907], [0.1773, -8.6128, -0.4944], [1.7511, -8.0446, 0.0795], [1.3863, -8.0188, -1.6441], [-1.5570, -7.0772, 0.0056], [-3.1671, -5.7755, 0.8927], [-3.4866, -4.5345, -0.3197], [-2.9069, -4.0724, 1.2767], [-0.5445, -3.7620, 2.1414], [-0.3161, -4.6710, 4.3762], [0.3854, -3.2176, 6.2651], [0.8604, -0.8133, 5.8064], [0.5843, 0.0941, 3.5807], [-2.2858, -0.5140, 2.4784], [-2.7015, -2.1256, 3.0507], [-3.8483, -0.7942, 3.2569], [-5.6807, -1.3221, 2.0459], [-7.6994, -1.6450, 0.8800], [-7.6216, -2.7720, -0.4801], [-7.6126, -1.0344, -0.7802], [-5.4938, -2.2386, -2.1094], [-3.5148, -2.5334, -3.2038], [-2.1430, -3.1460, -2.2601], [-2.2561, -1.4260, -2.6521], [1.9462, -2.4592, 0.2640], [1.4126, -2.2061, -1.3992], [2.7468, -3.3166, -1.0573], [2.3027, -5.5473, -0.9444], [-4.2660, 0.7271, -2.9224], [-3.0954, 1.4516, -3.3468], [-3.2957, 2.8200, -3.7282], [-1.8997, 1.2997, -2.2165], [-0.9629, 0.5046, -2.6443], [0.3447, -0.0627, -1.7146], [-1.1130, 0.0155, -4.0362], [-0.2811, -0.8428, -4.7381], [-0.6521, -1.2124, -6.0230], [-1.8269, -0.7338, -6.5934], [-2.6588, 0.1307, -5.8894], [-2.2758, 0.4930, -4.6179], [0.6272, -1.2104, -4.2796], [-0.0233, -1.8885, -6.5871], [-2.1003, -1.0407, -7.5940], [-3.5786, 0.5046, -6.3190]], "forces_ev_per_a": [[-0.01, 0.63, 1.26], [0.10, -0.13, 0.13], [-0.10, -0.10, -0.12], [-0.01, 0.38, 0.35], [-0.19, -0.24, -0.03], [-0.12, -0.07, 0.08], [0.00, 0.01, -0.03], [0.00, 0.01, -0.03], [-0.07, 0.03, -0.07], [0.10, 0.04, 0.07], [0.18, -0.22, 0.03], [-0.06, 0.01, 0.06], [0.05, 0.01, -0.04], [0.01, -0.02, -0.01], [0.01, 0.08, 0.00], [-0.06, 0.14, 0.02], [0.25, 0.18, -0.37], [0.03, -0.20, 0.11], [0.04, 0.02, -0.01], [0.01, 0.07, 0.09], [-0.03, -0.05, -0.07], [-0.01, 0.14, -0.07], [0.07, 0.05, 0.07], [0.08, -0.20, 0.03], [-0.13, 0.01, -0.06], [0.05, 0.05, 0.07], [0.00, 0.00, -0.02], [-0.03, -0.02, 0.05], [0.02, 0.08, -0.03], [-0.04, 0.01, 0.05], [-0.10, -0.01, -0.05], [0.10, 0.08, -0.11], [0.08, 0.01, 0.05], [0.06, -0.06, -0.03], [0.03, -0.01, 0.00], [-0.04, -0.03, 0.01], [-0.05, 0.02, 0.01], [-0.01, 0.01, 0.02], [0.04, 0.04, 0.00], [0.01, -0.03, -0.02], [0.02, -0.01, -0.02], [0.00, -0.03, 0.02], [0.05, -0.03, -0.04], [-0.04, 0.01, 0.02], [0.00, -0.01, 0.00], [-0.01, 0.01, -0.01], [-0.03, -0.09, -0.05], [0.00, -0.05, -0.08], [0.02, 0.03, 0.03], [0.03, 0.00, -0.01], [0.03, 0.00, 0.01], [-0.02, -0.01, -0.01], [-0.02, -0.05, 0.00], [-0.64, -0.80, 0.44], [-0.11, -0.20, -0.06], [0.01, 2.50, 4.73], [-1.44, -0.35, -0.78], [-0.20, 0.09, 0.22], [0.34, -0.28, -0.26], [-0.07, 0.06, -0.02], [-0.15, 0.05, 0.18], [0.51, 0.04, -1.63], [-0.08, -0.56, -0.68], [-0.09, 0.77, -0.37], [0.17, -0.30, -1.60], [0.75, -0.66, -0.55], [0.03, -0.31, -0.24], [0.03, -0.36, -0.25], [1.19, 0.02, -0.12], [-0.45, -0.10, -0.07], [-0.28, -0.10, 0.04], [0.00, -0.03, -0.05], [-0.02, 0.07, -0.01], [0.03, -0.02, 0.02], [0.05, 0.00, -0.02], [-0.13, 0.23, 0.15], [0.04, -0.05, -0.04], [0.32, 0.27, -0.48], [-0.22, -0.80, 1.35], [0.32, 0.63, -1.08], [-0.29, -0.45, 0.46], [0.11, 0.28, -0.27], [0.03, 0.02, 0.11], [0.04, -0.09, 0.07], [-0.03, -0.05, 0.08], [-0.12, -0.04, -0.29], [0.11, 0.31, -0.46], [0.17, -0.02, 0.15], [-0.06, 0.04, 0.01], [0.00, -0.13, -0.08], [0.06, -0.09, 0.01], [0.08, 0.04, -0.03], [-0.05, -0.05, 0.07], [0.07, 0.00, -0.12], [-0.02, 0.04, 0.18], [-0.04, 0.13, 0.04], [-0.11, -0.05, 0.07], [-0.09, -0.04, 0.04], [0.00, -0.02, -0.01], [0.01, -0.05, -0.02], [0.02, -0.05, 0.00], [-0.02, 0.00, 0.03], [0.03, -0.02, -0.02], [-0.06, 0.04, 0.06], [-0.07, -0.03, 0.02], [-0.07, -0.16, -0.07], [0.01, -0.02, 0.00], [0.03, 0.00, 0.02], [-0.01, 0.02, 0.03], [0.07, 0.02, -0.03], [0.09, -0.01, 0.07], [0.07, 0.02, 0.03], [-0.04, -0.01, -0.02], [0.02, 0.04, 0.04], [-0.04, 0.01, 0.00], [-0.04, 0.00, -0.01], [-0.07, 0.00, 0.00], [0.04, 0.04, -0.04], [0.02, 0.01, -0.04], [-0.02, -0.02, -0.09], [-0.16, -0.33, 0.06], [0.09, 0.04, -0.05], [0.16, -0.13, -0.03], [0.03, 0.01, 0.03], [0.03, 0.04, -0.02], [0.19, -0.11, 0.13], [-0.56, 0.10, -0.51], [0.33, -0.05, 0.00], [0.02, -0.14, -0.10], [-0.16, 0.29, 0.27], [-0.13, 0.00, 0.28], [0.07, 0.04, -0.62], [-0.01, 0.07, 0.06], [0.02, -0.01, -0.03], [-0.04, 0.05, 0.02], [-0.17, 0.10, -0.03], [0.24, 0.09, 0.53], [0.02, -0.03, 0.00], [0.01, 0.00, -0.01], [0.00, 0.00, -0.02], [-0.01, -0.02, -0.03]], "mulliken_charge": [2.07, -1.33, -1.45, 1.73, 0.75, 0.24, -0.82, -0.79, -0.84, -0.97, 0.98, -0.62, -0.73, -0.73, -0.91, -0.55, 2.77, -0.29, -0.26, -1.13, -0.83, -0.54, 0.62, 0.32, -0.96, -0.80, -0.74, -0.77, -0.50, 0.48, 0.69, 0.38, 0.90, -0.34, 0.45, 0.37, 0.42, 0.22, 0.43, 0.43, 0.37, 0.41, 0.12, 0.50, 0.43, 0.43, 0.69, -0.44, 0.19, 0.46, 0.37, 0.44, 0.48, -0.36, -0.68, 1.37, -0.66, -0.17, 0.34, -0.24, -0.15, -0.04, 0.18, -0.20, -0.30, 1.07, -0.66, -0.67, 0.66, -0.11, -0.16, -0.27, -1.65, 0.84, -0.84, 1.36, -1.26, -1.01, 1.04, 0.75, 0.36, -0.24, -0.83, -1.09, -0.99, 0.07, 0.19, 0.86, -0.43, -0.84, 0.69, -1.63, -0.87, 0.67, -1.68, 0.73, -0.55, -1.05, 0.37, 0.35, 0.35, 0.32, 0.51, 0.25, 0.00, 0.16, 0.46, 0.34, 0.56, 0.24, -0.92, 0.29, 0.61, 0.28, 0.40, 0.36, 0.34, 0.35, 0.59, 0.17, 0.11, -0.18, -0.47, 0.42, 0.47, -0.62, 1.22, -0.71, 0.01, -0.62, -0.05, 0.94, -0.85, -0.77, -0.64, -0.89, -0.04, 0.44, 0.47, 0.43, 0.54], "total_charge": -1, "gap_ev": [5.39, 4.35], "e_homo_ev": [-4.0, -4.4], "energy_ev": -424063.1385, "multiplicity": 6, "max_force_ha_per_bohr": 0.104}